[1]
{
  "formula": "C30H81BCuN3O10",
  "method": "ωB97M-V/def2-TZVPD",
  "elements": ["Cu", "B", "H", "H", "H", "H", "C", "O", "C", "C", "N", "C", "C", "O", "C", "H", "H", "H", "H", "H", "H", "H", "H", "H", "H", "H", "H", "H", "H", "H", "C", "O", "C", "C", "N", "C", "C", "O", "C", "H", "H", "H", "H", "H", "H", "H", "H", "H", "H", "H", "H", "H", "H", "H", "C", "O", "C", "C", "N", "C", "C", "O", "C", "H", "H", "H", "H", "H", "H", "H", "H", "H", "H", "H", "H", "H", "H", "H", "C", "C", "C", "O", "H", "H", "H", "H", "H", "H", "H", "H", "C", "C", "C", "O", "H", "H", "H", "H", "H", "H", "H", "H", "C", "C", "C", "O", "H", "H", "H", "H", "H", "H", "H", "H", "C", "C", "C", "O", "H", "H", "H", "H", "H", "H", "H", "H"],
  "coordinates": [[23.792, 11.820, -4.819], [25.077, 9.884, -5.382], [24.410, 9.617, -4.473], [24.306, 10.011, -6.235], [25.639, 10.875, -5.185], [25.789, 9.008, -5.620], [27.243, 18.048, -6.322], [27.959, 16.811, -6.294], [27.898, 16.246, -4.992], [28.416, 14.811, -5.123], [27.359, 14.009, -5.742], [27.588, 12.562, -5.655], [28.979, 12.161, -6.192], [29.228, 12.879, -7.380], [30.471, 12.582, -7.969], [26.205, 17.819, -6.064], [27.320, 18.418, -7.342], [27.673, 18.757, -5.609], [26.885, 16.228, -4.574], [28.457, 16.831, -4.252], [28.551, 14.390, -4.121], [29.397, 14.797, -5.601], [27.487, 14.241, -6.728], [26.827, 12.041, -6.231], [27.457, 12.238, -4.621], [29.044, 11.084, -6.381], [29.767, 12.403, -5.466], [30.476, 13.004, -8.974], [30.554, 11.517, -8.227], [31.298, 12.879, -7.324], [28.767, 10.242, -3.658], [29.610, 11.244, -3.118], [29.290, 11.502, -1.771], [30.173, 12.608, -1.209], [29.964, 13.856, -1.946], [30.898, 14.894, -1.512], [30.707, 16.097, -2.394], [31.148, 15.780, -3.709], [31.535, 16.867, -4.528], [27.714, 10.530, -3.713], [28.878, 9.336, -3.054], [29.085, 9.984, -4.667], [29.393, 10.593, -1.169], [28.268, 11.906, -1.744], [31.231, 12.323, -1.271], [29.893, 12.769, -0.167], [30.090, 13.674, -2.935], [31.942, 14.561, -1.468], [30.716, 15.261, -0.496], [31.254, 16.972, -2.022], [29.665, 16.430, -2.451], [32.161, 17.615, -4.039], [30.637, 17.278, -5.002], [32.070, 16.419, -5.367], [24.908, 11.332, -1.700], [24.347, 12.292, -2.580], [24.903, 13.583, -2.443], [24.409, 14.533, -3.508], [24.519, 13.945, -4.833], [23.926, 14.792, -5.878], [24.090, 14.083, -7.204], [23.539, 12.801, -7.001], [23.446, 12.042, -8.194], [25.993, 11.320, -1.814], [24.455, 10.365, -1.903], [24.710, 11.532, -0.641], [25.998, 13.510, -2.457], [24.571, 13.993, -1.481], [24.968, 15.478, -3.459], [23.369, 14.806, -3.310], [25.500, 13.813, -5.101], [24.438, 15.762, -5.846], [22.860, 14.930, -5.695], [25.118, 14.093, -7.583], [23.498, 14.563, -7.994], [22.697, 12.488, -8.861], [23.106, 11.028, -7.993], [24.408, 12.015, -8.712], [22.031, 6.384, -6.253], [22.961, 7.133, -7.196], [23.079, 6.576, -8.612], [22.638, 8.537, -7.229], [22.419, 5.392, -6.024], [21.013, 6.286, -6.639], [21.933, 6.970, -5.338], [23.948, 7.152, -6.724], [23.036, 5.485, -8.574], [23.982, 6.902, -9.120], [22.218, 6.873, -9.214], [23.371, 8.998, -6.793], [27.202, 6.675, -3.857], [25.697, 6.479, -3.720], [25.380, 5.276, -2.859], [25.126, 7.673, -3.168], [27.577, 5.829, -4.444], [27.657, 6.614, -2.865], [27.557, 7.590, -4.327], [25.168, 6.331, -4.669], [24.301, 5.120, -2.804], [25.675, 5.478, -1.825], [25.878, 4.378, -3.219], [25.105, 8.325, -3.899], [26.895, 7.759, -8.219], [27.332, 9.212, -8.035], [28.302, 9.748, -9.075], [26.183, 10.052, -8.104], [27.763, 7.095, -8.147], [26.504, 7.646, -9.231], [26.162, 7.456, -7.479], [27.848, 9.334, -7.073], [29.294, 9.292, -9.000], [28.470, 10.823, -8.988], [27.958, 9.601, -10.103], [25.708, 9.963, -7.240], [19.600, 11.494, -3.363], [21.085, 11.196, -3.432], [21.413, 9.720, -3.210], [21.602, 11.537, -4.721], [19.235, 11.494, -2.333], [18.922, 10.818, -3.889], [19.411, 12.502, -3.741], [21.579, 11.806, -2.675], [20.959, 9.146, -4.017], [21.058, 9.356, -2.241], [22.497, 9.633, -3.134], [21.201, 10.995, -5.411]],
  "mulliken_charge": [-0.683, 10.207, -1.475, -1.241, -1.880, -0.997, -0.745, -0.399, -0.466, 0.222, -0.179, 0.984, -1.468, -0.452, -0.862, 0.230, 0.279, 0.280, -0.139, 0.543, -0.448, 0.195, 0.496, -0.568, -0.325, 0.854, 0.526, 0.327, 0.300, 0.277, -0.986, -0.373, 0.079, -1.038, 0.077, -0.932, -0.489, -0.285, -0.743, 0.173, 0.561, 0.344, 0.504, -0.258, 0.425, 0.453, -0.088, 0.432, 0.409, 0.651, 0.142, 0.387, 0.209, 0.236, -0.251, -0.200, -0.264, -1.166, 0.774, -0.719, -0.460, -0.035, -0.927, -0.159, 0.052, 0.381, 0.063, 0.424, 0.318, 0.531, -0.162, 0.107, 0.422, 0.212, 0.465, 0.370, 0.085, 0.348, -1.337, 1.990, -1.475, -0.757, 0.332, 0.390, 0.192, -1.006, 0.380, 0.262, 0.346, -0.870, -1.003, 1.486, -1.747, -0.660, 0.412, 0.337, -0.112, -0.340, 0.408, 0.387, 0.363, -0.823, -1.289, 2.250, -1.643, -0.405, 0.399, 0.305, -0.002, -0.761, 0.374, 0.265, 0.463, -0.393, -1.639, 0.698, -0.993, -0.489, 0.413, 0.364, 0.388, 0.127, 0.317, 0.453, -0.146, 0.299],
  "relative_energy_ev": 1.0076,
  "homo_ha": -0.2822,
  "spin_multiplicity": 1,
  "charge": 0
}

---

[2]
{
  "formula": "C30H82N4O9",
  "method": "ωB97M-V/def2-TZVPD",
  "elements": ["C", "C", "C", "O", "C", "N", "H", "H", "H", "H", "H", "H", "H", "H", "H", "H", "H", "C", "C", "C", "O", "C", "N", "H", "H", "H", "H", "H", "H", "H", "H", "H", "H", "H", "C", "C", "C", "O", "C", "N", "H", "H", "H", "H", "H", "H", "H", "H", "H", "H", "H", "C", "C", "C", "O", "C", "N", "H", "H", "H", "H", "H", "H", "H", "H", "H", "H", "H", "C", "C", "O", "H", "H", "H", "H", "H", "H", "C", "C", "C", "O", "H", "H", "H", "H", "H", "H", "H", "H", "C", "C", "C", "O", "H", "H", "H", "H", "H", "H", "H", "H", "C", "C", "C", "O", "H", "H", "H", "H", "H", "H", "H", "H", "C", "C", "C", "O", "H", "H", "H", "H", "H", "H", "H", "H"],
  "coordinates": [[10.062, 18.305, 9.576], [10.792, 17.940, 8.337], [9.947, 17.072, 7.465], [9.816, 15.809, 7.981], [8.931, 15.071, 7.142], [11.134, 19.205, 7.564], [9.226, 18.970, 9.263], [10.713, 18.914, 10.208], [9.700, 17.401, 10.112], [11.716, 17.375, 8.607], [10.487, 17.041, 6.425], [8.996, 17.632, 7.483], [8.955, 14.017, 7.397], [9.293, 15.091, 6.077], [7.910, 15.467, 7.146], [11.779, 18.973, 6.826], [11.611, 19.835, 8.194], [12.521, 24.147, 8.965], [12.492, 23.007, 7.942], [13.590, 21.938, 8.273], [13.079, 21.309, 9.402], [13.949, 20.334, 9.955], [11.103, 22.593, 7.797], [12.049, 24.969, 8.453], [13.547, 24.260, 9.230], [11.902, 23.841, 9.814], [12.749, 23.395, 6.971], [14.553, 22.439, 8.449], [13.817, 21.127, 7.469], [14.154, 19.589, 9.192], [13.328, 19.878, 10.751], [14.918, 20.791, 10.316], [11.025, 21.809, 7.152], [10.852, 22.196, 8.675], [17.314, 26.857, 12.229], [17.303, 26.518, 10.742], [16.247, 25.344, 10.541], [16.652, 24.216, 11.246], [15.586, 23.259, 11.477], [16.918, 27.605, 9.863], [16.807, 27.778, 12.433], [18.318, 27.101, 12.530], [17.021, 26.024, 12.839], [18.262, 26.041, 10.448], [15.986, 25.194, 9.491], [15.293, 25.732, 10.950], [14.951, 23.233, 10.587], [14.981, 23.462, 12.374], [16.087, 22.280, 11.439], [16.159, 28.104, 10.231], [17.671, 28.313, 9.829], [19.723, 10.657, 6.463], [19.518, 11.128, 7.967], [19.636, 12.610, 8.002], [19.257, 12.992, 9.267], [19.261, 14.359, 9.405], [18.251, 10.567, 8.440], [19.440, 9.616, 6.320], [20.686, 10.882, 5.981], [19.010, 11.276, 5.916], [20.263, 10.622, 8.574], [18.886, 13.081, 7.327], [20.637, 12.874, 7.684], [18.496, 14.770, 8.731], [20.178, 14.826, 9.103], [18.959, 14.613, 10.416], [17.414, 10.789, 7.900], [18.160, 10.749, 9.401], [11.358, 19.432, 13.143], [12.076, 18.214, 13.696], [13.486, 18.235, 13.605], [11.380, 20.194, 13.919], [10.343, 19.230, 12.781], [11.865, 19.764, 12.255], [11.785, 17.268, 13.278], [11.754, 18.145, 14.725], [13.844, 18.839, 14.281], [21.514, 18.606, 12.235], [22.268, 17.332, 12.054], [21.411, 16.085, 12.275], [22.806, 17.268, 10.743], [20.756, 18.641, 11.439], [22.151, 19.429, 12.083], [21.018, 18.614, 13.197], [23.066, 17.392, 12.857], [21.034, 16.060, 13.293], [21.963, 15.164, 12.178], [20.509, 16.111, 11.611], [23.512, 16.596, 10.713], [17.202, 17.119, 16.278], [18.414, 17.502, 15.399], [19.697, 17.228, 16.164], [18.415, 16.809, 14.167], [16.251, 17.368, 15.713], [17.148, 17.712, 17.164], [17.233, 16.035, 16.458], [18.387, 18.589, 15.163], [19.614, 17.383, 17.236], [20.500, 17.910, 15.896], [20.065, 16.169, 16.018], [17.550, 16.995, 13.799], [18.533, 22.246, 9.080], [18.205, 21.136, 8.101], [19.289, 20.094, 7.874], [17.063, 20.439, 8.609], [18.696, 21.873, 10.100], [17.625, 22.921, 9.202], [19.348, 22.818, 8.582], [17.974, 21.686, 7.160], [19.523, 19.749, 8.870], [20.134, 20.428, 7.345], [18.883, 19.317, 7.272], [16.723, 19.909, 7.877], [16.557, 19.543, 12.268], [16.339, 18.292, 11.431], [17.670, 17.837, 10.864], [15.846, 17.245, 12.311], [16.855, 20.367, 11.603], [17.419, 19.338, 12.909], [15.708, 19.845, 12.880], [15.601, 18.427, 10.634], [18.397, 17.662, 11.662], [18.132, 18.564, 10.166], [17.436, 16.909, 10.337], [14.913, 17.377, 12.368]],
  "mulliken_charge": [-1.156, 0.647, -0.566, -0.308, -0.723, -0.619, 0.342, -0.040, 0.383, 0.219, 0.265, 0.284, 0.267, 0.293, 0.298, 0.282, 0.101, -0.971, -0.318, -0.181, -0.264, -0.444, -0.752, 0.413, -0.003, 0.294, 0.563, 0.272, 0.277, 0.485, -0.025, -0.037, 0.342, 0.309, -1.312, 0.226, -0.779, -0.334, 0.235, -0.701, 0.349, 0.339, 0.303, 0.384, 0.393, 0.484, -0.286, 0.326, -0.271, 0.253, 0.267, -1.417, 0.349, -0.653, -0.288, -0.770, -0.640, 0.362, 0.368, 0.353, 0.301, 0.295, 0.347, 0.317, 0.331, 0.265, 0.208, 0.261, -0.434, -0.457, -0.425, 0.377, 0.340, -0.253, 0.388, 0.322, 0.207, -0.724, 0.532, -0.599, -0.560, -0.144, 0.445, 0.136, 0.143, 0.113, 0.479, -0.162, 0.340, -1.213, 1.018, -1.485, -0.447, 0.103, 0.468, 0.311, 0.107, 0.439, 0.316, 0.284, 0.070, -0.867, 0.393, -1.351, -0.188, 0.162, -0.054, 0.432, 0.324, 0.106, 0.463, 0.433, 0.186, 0.117, 1.136, -0.434, -0.602, -0.664, 0.039, 0.300, -0.025, -0.110, -0.274, 0.356, 0.297],
  "homo_ha": -0.3273,
  "spin_multiplicity": 1,
  "charge": 0
}